# C33H44N7O4STi

C33H44N7O4STi as an isolated structure (ωB97M-V/def2-TZVPD, the OMol25 dataset).

Positions of all 90 atoms, in Å:
Ti 0.492 0.790 0.462
C 1.076 -2.979 3.087
C 0.172 -2.249 2.146
C 0.538 -2.075 0.803
C -0.323 -1.457 -0.102
C -1.526 -0.882 0.348
C -1.889 -1.044 1.687
C -1.066 -1.751 2.558
H 2.123 -2.779 2.858
H 0.918 -4.056 2.988
H 0.879 -2.713 4.124
H 1.475 -2.486 0.449
H -0.083 -1.458 -1.158
H -2.212 -0.419 -0.353
H -2.837 -0.655 2.037
H -1.388 -1.910 3.580
C 5.147 -1.613 -1.337
C 3.912 -1.757 -0.449
C 4.033 -1.014 0.861
C 4.894 -1.538 1.831
C 5.066 -0.943 3.066
C 4.386 0.230 3.358
C 3.525 0.781 2.415
C 1.387 1.905 3.248
C 0.515 3.152 3.438
C 3.344 0.162 1.174
N 2.425 0.749 0.245
C 2.895 1.055 -1.011
C 1.983 1.249 -1.990
C 2.043 1.636 -3.366
C 0.752 1.685 -3.806
C -0.076 1.333 -2.701
N 0.639 1.046 -1.623
H 5.038 -2.209 -2.241
H 6.043 -1.954 -0.819
H 5.324 -0.578 -1.636
H 3.773 -2.816 -0.216
H 3.015 -1.453 -0.994
H 5.432 -2.450 1.602
H 5.732 -1.382 3.795
H 4.525 0.717 4.316
H 1.481 1.389 4.215
H 0.050 0.410 2.825
H 0.676 3.636 4.397
H -0.525 2.827 3.428
H 0.648 3.882 2.641
H 3.966 1.128 -1.170
H 2.939 1.849 -3.926
H 0.401 1.926 -4.796
H -1.156 1.303 -2.691
C 3.199 4.354 3.630
N 3.573 3.096 2.938
C 4.966 3.161 2.431
C 2.845 2.039 2.817
N 0.725 0.982 2.319
H 2.692 5.023 2.938
H 4.126 4.817 3.955
H 2.597 4.141 4.502
H 5.077 4.132 1.954
H 5.151 2.363 1.722
H 5.650 3.089 3.275
C -3.617 4.151 -4.898
C -4.180 4.553 -3.539
S -2.922 4.384 -2.299
O -2.749 2.976 -1.973
O -1.753 5.131 -2.691
C -3.570 5.154 -0.811
C -2.465 5.570 0.179
N -1.294 4.663 0.207
C -1.330 3.369 0.578
N -0.162 2.779 0.324
C 0.663 3.729 -0.234
C -0.029 4.885 -0.304
N 0.520 6.140 -0.794
O 1.622 6.039 -1.288
O -0.136 7.149 -0.681
C -2.516 2.698 1.162
H -4.430 4.143 -5.621
H -3.186 3.151 -4.870
H -2.857 4.856 -5.226
H -5.012 3.918 -3.231
H -4.505 5.594 -3.529
H -4.293 4.462 -0.380
H -4.108 6.057 -1.103
H -2.871 5.622 1.188
H -2.077 6.546 -0.075
H 1.670 3.539 -0.560
H -3.082 3.379 1.797
H -2.196 1.860 1.784
H -3.169 2.328 0.371

Calculated values
**Energy relative to the best compared isomer or geometry (same formula, charge and spin)**: 0.0 kJ/mol
**DFT total energy**: -3214.842649 Ha
**HOMO level (alpha / beta)**: -16.67 / -16.67 eV
**Net charge**: +3

***

# C22H54Cl2O10

A 6-piece molecular cluster, C22H54Cl2O10 overall (ωB97M-V/def2-TZVPD, the OMol25 dataset).

Positions of all 88 atoms, in Å:
Cl 20.137 12.723 13.958
C 19.597 11.232 14.781
C 18.976 11.580 16.115
Cl 20.229 12.158 17.232
H 20.452 10.580 14.912
H 18.853 10.770 14.137
H 18.376 10.759 16.503
H 18.312 12.434 15.983
C 17.115 12.034 21.009
O 18.300 12.680 21.419
C 18.790 13.610 20.501
C 19.891 14.421 21.128
O 19.329 15.329 22.046
C 20.275 15.875 22.924
H 17.309 10.982 20.785
H 16.635 12.534 20.164
H 16.393 12.062 21.833
H 18.044 14.353 20.172
H 19.162 13.151 19.576
H 20.410 14.964 20.321
H 20.626 13.755 21.601
H 21.052 16.453 22.400
H 20.832 15.093 23.464
H 19.752 16.502 23.639
C 17.773 9.881 10.891
O 16.422 10.167 10.710
C 16.090 11.428 11.204
C 14.632 11.719 10.982
O 14.363 11.685 9.593
C 13.084 11.187 9.273
H 17.983 8.850 10.622
H 18.100 10.038 11.934
H 18.419 10.549 10.301
H 16.717 12.198 10.727
H 16.302 11.522 12.286
H 14.473 12.743 11.341
H 14.008 10.975 11.483
H 13.007 11.171 8.184
H 12.281 11.834 9.640
H 12.982 10.147 9.601
C 25.734 11.967 18.973
O 25.431 12.837 17.918
C 24.107 12.776 17.470
C 23.820 11.610 16.563
O 24.583 11.598 15.381
C 24.240 12.600 14.450
H 25.734 10.911 18.665
H 25.000 12.023 19.789
H 26.724 12.227 19.335
H 23.868 13.719 16.971
H 23.339 12.782 18.268
H 22.746 11.509 16.366
H 24.090 10.675 17.065
H 23.183 12.556 14.166
H 24.907 12.486 13.599
H 24.431 13.605 14.847
C 25.224 9.860 12.949
O 24.241 8.831 12.930
C 23.094 9.176 13.638
C 22.065 8.097 13.409
O 20.869 8.446 14.076
C 19.892 7.451 13.994
H 25.576 10.040 13.968
H 24.802 10.790 12.552
H 26.030 9.510 12.311
H 22.693 10.163 13.352
H 23.310 9.269 14.717
H 22.489 7.115 13.666
H 21.862 8.007 12.327
H 19.863 6.928 13.036
H 18.933 7.935 14.199
H 20.023 6.705 14.790
C 16.865 15.466 14.132
O 17.828 16.369 13.663
C 18.203 17.396 14.551
C 18.643 16.966 15.941
O 17.504 16.745 16.725
C 17.729 16.064 17.940
H 16.119 15.968 14.756
H 17.341 14.698 14.753
H 16.386 15.041 13.253
H 17.339 18.067 14.705
H 18.980 17.957 14.037
H 19.324 17.740 16.327
H 19.240 16.040 15.880
H 18.246 16.716 18.651
H 18.339 15.154 17.814
H 16.755 15.725 18.284

Calculated values
**Energy relative to the best compared isomer or geometry (same formula, charge and spin)**: 0.0 kJ/mol
**DFT total energy**: -2543.171583 Ha
**HOMO level**: -9.48 eV
**Structure (SMILES)**: COCCOC.COCCOC.COCCOC.COCCOC.COCCOC.ClCCCl

***

# C12H21AlCl3GeNO7P2

C12H21AlCl3GeNO7P2 as an isolated structure (ωB97M-V/def2-TZVPD, the OMol25 dataset).

Positions of all 48 atoms, in Å:
Al 1.253 -0.806 -0.006
Cl -0.859 -6.646 3.192
C -0.616 -5.245 2.180
C -0.015 -4.124 2.735
C 0.188 -2.988 1.957
Cl 3.158 -0.849 1.145
C -0.191 -3.045 0.560
O 0.050 -1.973 -0.251
C -0.791 -4.181 0.070
Cl -1.251 -4.222 -1.602
C -1.017 -5.300 0.871
H 0.309 -4.145 3.763
H -1.479 -6.185 0.462
N 4.449 1.347 2.007
C 3.422 0.955 1.099
C 4.297 0.200 -3.125
P 2.210 1.938 0.424
O 2.743 2.568 -0.994
O 1.718 3.071 1.240
O 1.087 0.907 -0.072
P 3.867 -1.116 -1.958
O 2.200 -0.981 -1.693
O 4.189 -2.483 -2.415
O 0.721 -1.870 2.390
H 4.255 2.285 2.344
H 5.351 1.402 1.541
H 5.430 -1.381 2.659
H 4.317 1.155 -2.599
H 3.571 0.238 -3.940
H 5.276 -0.070 -3.516
H 2.217 3.353 -1.191
H 1.617 -1.024 -2.464
C 1.392 -1.621 4.777
Ge -0.156 -0.859 3.923
C -1.850 -1.760 3.878
C -0.790 1.426 2.327
C 0.347 0.796 3.137
H 1.211 -2.648 5.093
H 1.694 -1.021 5.635
H 2.208 -1.588 4.051
H -2.464 -1.482 4.729
H -1.681 -2.832 3.911
H -2.348 -1.475 2.950
H -1.242 0.689 1.670
H -0.393 2.235 1.710
H -1.557 1.862 2.968
H 1.158 0.213 2.559
H 0.912 1.508 3.740

Calculated values
**Energy relative to the best compared isomer or geometry (same formula, charge and spin)**: 963.6 kJ/mol
**DFT total energy**: -5434.008998 Ha
**HOMO level (alpha / beta)**: -6.92 / -6.90 eV

***

# C2H9BN2O2

A 2-piece molecular cluster, C2H9BN2O2 overall (ωB97M-V/def2-TZVPD, the OMol25 dataset).

Positions of all 16 atoms, in Å:
B -0.968 -1.145 0.623
C 0.611 0.970 -1.472
C 0.405 -1.708 0.693
N 1.182 1.405 0.706
N 1.408 0.706 -0.383
O -1.165 0.147 1.180
O -1.912 -1.568 -0.279
H 1.107 1.823 -1.993
H 0.571 0.210 -2.290
H -0.448 1.140 -1.233
H 0.999 -1.601 1.621
H 0.739 -2.647 0.208
H 0.073 1.290 0.848
H 1.620 1.140 1.566
H -2.023 0.651 0.882
H -2.199 -0.812 -0.679

Calculated values
**Energy relative to the best compared isomer or geometry (same formula, charge and spin)**: 278.3 kJ/mol
**DFT total energy**: -366.363063 Ha
**HOMO level (alpha / beta)**: -7.29 / -8.93 eV